Molecular formula: C8H12
Method: DFT, the ωB97M-V functional and the def2-TZVPD basis

Each line ends with the Löwdin charge.
Cartesian coordinates (Å):
C1 1.27 0.59 1.46  -0.04
C2 0.82 -0.34 0.37  -0.36
C3 1.66 -1.60 0.12  -0.07
C4 -0.15 0.00 -1.24  0.04
C5 -0.52 -0.36 -0.01  -0.32
C6 -1.83 -0.36 0.68  -0.10
C7 -2.94 -0.29 -0.05  0.04
C8 0.10 1.38 -1.85  -0.08
H1 0.78 0.48 2.43  0.08
H2 1.07 1.61 1.10  0.08
H3 2.34 0.47 1.65  0.08
H4 1.50 -1.78 -0.95  0.06
H5 1.25 -2.52 0.57  0.07
H6 2.73 -1.51 0.33  0.07
H7 -1.76 -0.58 1.74  0.10
H8 -2.73 -0.17 -1.11  0.07
H9 -3.92 -0.27 0.41  0.06
H10 -0.62 2.03 -1.29  0.08
H11 -0.06 1.45 -2.92  0.06
H12 1.01 1.78 -1.42  0.07

## Properties
ΔE to the lowest compared entry with this formula, charge and spin: 4.310 eV
LUMO level: 0.25 eV
calculated total energy: -8485.2726 eV



Molecular formula: C6H9O2
Method: DFT, the ωB97M-V functional and the def2-TZVPD basis

Each line ends with the Löwdin charge.
Cartesian coordinates (Å):
C1 0.72 -3.24 -0.85  -0.14
C2 1.10 -1.84 -1.04  -0.20
C3 1.09 -0.83 -0.14  -0.13
C4 0.95 0.64 -0.42  -0.18
C5 -0.63 0.86 -0.55  -0.12
C6 -1.05 1.49 0.78  -0.85
O1 -1.02 0.71 1.69  -0.04
O2 -1.22 2.72 0.87  -0.08
H1 0.75 -3.93 -1.80  0.10
H2 -0.29 -3.35 -0.65  0.05
H3 1.19 -3.79 -0.15  0.02
H4 1.28 -1.53 -2.10  0.10
H5 1.00 -1.16 0.85  0.09
H6 1.31 1.19 -1.41  0.13
H7 1.39 1.26 0.28  0.07
H8 -0.74 1.43 -1.46  0.08
H9 -1.10 -0.12 -0.66  0.10

## Properties
ΔE to the lowest compared entry with this formula, charge and spin: 1.572 eV
SMILES: C/C=C/CCC(=O)[O-]
total charge: -1
LUMO level: 3.64 eV
calculated total energy: -10462.4454 eV



Molecular formula: C43H76BrFN8O11
Method: DFT, the ωB97M-V functional and the def2-TZVPD basis

Each line ends with the Löwdin charge.
Cartesian coordinates (Å):
C1 -4.05 3.80 4.95  -0.01
C2 -5.06 2.92 5.33  -0.13
C3 -5.05 1.49 4.68  -0.16
N1 -6.37 1.17 4.06  -0.01
C4 -6.97 2.33 3.39  -0.35
O1 -7.81 3.07 3.79  0.16
C5 -6.19 2.32 2.04  0.00
C6 -5.89 3.35 1.09  -0.06
C7 -6.42 4.81 1.32  -0.10
O2 -7.54 5.07 0.44  -0.16
O3 -8.34 3.94 0.40  -0.02
C8 -5.07 2.97 -0.07  -0.08
C9 -4.72 4.12 -1.09  -0.14
C10 -3.52 4.98 -0.52  -0.16
C11 -2.66 5.48 -1.77  -0.16
C12 -1.15 5.16 -1.47  -0.21
N2 -0.94 3.69 -1.39  -0.15
C13 -0.75 3.12 -2.76  -0.07
C14 0.25 3.44 -0.58  -0.45
C15 0.29 2.18 0.33  0.00
O4 1.19 4.21 -0.65  0.08
C16 -4.60 1.59 -0.31  -0.06
C17 -3.72 1.30 -1.56  -0.12
C18 -4.49 0.81 -2.84  -0.16
C19 -5.80 1.60 -3.17  -0.16
F1 -5.56 2.44 -4.31  -0.10
C20 -4.95 0.53 0.66  -0.07
C21 -4.50 -0.95 0.53  -0.18
C22 -5.36 -1.65 -0.59  -0.70
C23 -6.64 -2.40 -0.03  -0.12
Br1 -4.16 -2.83 -1.62  0.68
C24 -5.73 0.94 1.79  -0.01
C25 -6.30 0.16 3.01  -0.34
O5 -6.66 -0.97 3.12  0.14
H1 -4.31 4.80 4.53  0.06
H2 -2.98 3.51 5.08  0.07
H3 -5.81 3.21 6.10  0.12
H4 -4.81 0.71 5.45  0.12
H5 -4.21 1.47 3.94  0.12
H6 -5.60 5.56 1.20  0.12
H7 -6.79 4.86 2.38  0.12
H8 -8.37 3.71 -0.55  0.12
H9 -4.51 3.64 -2.07  0.09
H10 -5.68 4.71 -1.21  0.12
H11 -3.98 5.85 0.00  0.10
H12 -2.94 4.32 0.16  0.11
H13 -2.97 4.96 -2.72  0.10
H14 -2.88 6.58 -1.86  0.11
H15 -0.89 5.68 -0.52  0.13
H16 -0.55 5.59 -2.32  0.12
H17 -0.67 2.01 -2.61  0.10
H18 0.17 3.51 -3.26  0.10
H19 -1.68 3.28 -3.36  0.08
H20 -0.60 1.54 0.11  0.07
H21 1.22 1.55 0.17  0.06
H22 0.22 2.49 1.40  0.09
H23 -3.03 0.46 -1.26  0.12
H24 -3.07 2.19 -1.72  0.08
H25 -4.69 -0.29 -2.86  0.06
H26 -3.80 0.98 -3.71  0.10
H27 -6.16 2.28 -2.37  0.10
H28 -6.66 0.92 -3.42  0.12
H29 -4.79 -1.45 1.50  0.10
H30 -3.40 -1.07 0.41  0.10
H31 -5.76 -0.83 -1.24  0.07
H32 -7.50 -1.69 -0.14  0.09
H33 -6.52 -2.74 1.02  0.07
H34 -6.86 -3.23 -0.74  0.06
C26 5.84 0.73 1.30  -0.08
N3 4.46 0.59 0.86  0.02
C27 3.39 0.16 1.57  -0.53
C28 3.62 -0.23 3.00  -0.01
O6 2.28 0.09 1.05  -0.01
H35 6.13 1.77 1.18  0.08
H36 6.47 0.11 0.68  0.07
H37 5.96 0.44 2.34  0.07
H38 4.24 0.83 -0.09  0.14
H39 2.68 -0.56 3.45  0.08
H40 4.34 -1.06 3.06  0.07
H41 3.99 0.62 3.57  0.09
C29 -0.59 -1.33 -7.21  -0.08
N4 -1.55 -0.81 -6.25  0.01
C30 -2.27 -1.49 -5.33  -0.53
C31 -2.08 -2.99 -5.26  0.00
O7 -3.05 -0.90 -4.59  0.00
H42 0.38 -0.85 -7.03  0.08
H43 -0.93 -1.07 -8.22  0.09
H44 -0.47 -2.40 -7.14  0.06
H45 -1.73 0.18 -6.24  0.14
H46 -2.72 -3.39 -4.48  0.06
H47 -2.35 -3.45 -6.21  0.09
H48 -1.04 -3.22 -5.01  0.08
C32 5.11 -1.76 -8.32  -0.08
N5 3.74 -1.98 -8.74  0.01
C33 2.69 -2.44 -8.00  -0.54
C34 2.96 -2.79 -6.55  -0.01
O8 1.59 -2.57 -8.51  0.01
H49 5.35 -0.71 -8.47  0.08
H50 5.76 -2.37 -8.95  0.08
H51 5.26 -2.02 -7.28  0.07
H52 3.49 -1.77 -9.69  0.14
H53 2.03 -3.15 -6.10  0.08
H54 3.70 -3.58 -6.48  0.09
H55 3.29 -1.91 -6.01  0.09
C35 11.08 -0.30 1.78  -0.08
N6 9.82 0.29 1.37  0.01
C36 9.49 0.83 0.16  -0.54
C37 10.55 0.82 -0.92  -0.01
O9 8.38 1.29 -0.02  0.02
H56 10.89 -1.33 2.08  0.08
H57 11.46 0.26 2.63  0.08
H58 11.81 -0.29 0.98  0.07
H59 9.07 0.33 2.04  0.14
H60 10.14 1.28 -1.82  0.08
H61 11.42 1.40 -0.60  0.08
H62 10.84 -0.20 -1.15  0.08
C38 6.56 -5.71 5.01  -0.07
N7 6.82 -4.50 4.25  0.00
C39 6.25 -3.28 4.40  -0.55
C40 5.21 -3.13 5.48  -0.02
O10 6.58 -2.35 3.68  0.00
H63 7.49 -6.04 5.48  0.08
H64 6.23 -6.49 4.31  0.08
H65 5.81 -5.56 5.77  0.07
H66 7.51 -4.53 3.52  0.14
H67 4.84 -2.10 5.48  0.08
H68 4.36 -3.80 5.28  0.04
H69 5.64 -3.34 6.46  0.09
C41 -0.49 -4.52 4.71  -0.07
N8 0.89 -4.27 5.07  0.01
C42 1.70 -5.00 5.88  -0.52
C43 1.12 -6.25 6.50  -0.01
O11 2.85 -4.65 6.08  0.00
H70 -0.55 -4.62 3.62  0.09
H71 -1.09 -3.66 5.02  0.09
H72 -0.88 -5.42 5.18  0.07
H73 1.35 -3.45 4.68  0.14
H74 1.88 -6.72 7.12  0.08
H75 0.27 -5.99 7.14  0.09
H76 0.81 -6.95 5.73  0.09

## Properties
SMILES: C=CCN1C(=O)c2c(COO)c(CCCCN(C)C(C)=O)c(CCCF)c(C[C@H](C)Br)c2C1=O.CNC(C)=O.CNC(C)=O.CNC(C)=O.CNC(C)=O.CNC(C)=O.CNC(C)=O
LUMO level: 0.16 eV
calculated total energy: -153021.2211 eV



Molecular formula: C40H37Br2IrN9OPS3
Method: DFT, the ωB97M-V functional and the def2-TZVPD basis

Each line ends with the Löwdin charge.
Cartesian coordinates (Å):
Ir1 -1.50 -0.28 0.90  1.30
C1 -7.13 0.30 0.00  -0.02
N1 -5.81 0.88 0.17  -0.14
C2 -5.74 2.32 0.38  -0.02
C3 -4.70 0.13 0.27  -0.39
N2 -3.55 0.58 0.65  0.05
N3 -4.84 -1.19 -0.13  0.17
C4 -3.94 -2.23 -0.06  -0.47
N4 -4.36 -3.35 -0.67  0.20
N5 -2.80 -2.13 0.52  0.07
H1 -7.88 1.04 0.29  0.10
H2 -7.26 -0.57 0.65  0.10
H3 -7.32 0.02 -1.04  0.11
H4 -6.64 2.77 -0.03  0.10
H5 -4.89 2.75 -0.14  0.09
H6 -5.68 2.56 1.45  0.11
H7 -3.55 1.55 0.95  0.05
H8 -5.73 -1.41 -0.56  0.13
H9 -5.29 -3.44 -1.06  0.12
H10 -3.82 -4.20 -0.61  0.13
H11 -2.28 -3.00 0.52  0.07
Br1 -0.96 -4.77 2.96  0.77
C5 -0.19 -3.00 2.82  -0.63
C6 -0.75 -2.10 3.79  -0.13
C7 -0.84 -0.76 3.61  -0.25
N6 -0.21 -0.11 2.58  -0.55
C8 1.54 -1.75 1.28  -0.55
C9 0.61 -2.85 1.74  -0.15
C10 1.22 -1.35 -0.13  -0.27
C11 2.22 -1.05 -1.06  -0.05
C12 1.87 -0.90 -2.39  -0.62
Br2 3.20 -0.48 -3.66  0.88
C13 0.54 -1.09 -2.78  -0.08
C14 -0.39 -1.27 -1.78  -0.12
N7 -0.07 -1.36 -0.48  0.00
H12 -1.24 -2.55 4.64  0.10
H13 -1.45 -0.15 4.27  0.12
H14 0.77 -3.72 1.13  0.10
H15 3.24 -0.93 -0.75  0.11
H16 0.25 -1.08 -3.81  0.11
H17 -1.44 -1.37 -2.01  0.12
S1 6.96 -2.75 1.61  0.70
C15 5.32 -2.79 1.45  -1.02
S2 4.34 -1.39 1.87  1.04
C16 2.93 -2.29 1.35  -0.59
N8 3.21 -3.47 0.94  0.11
N9 4.50 -3.78 0.99  -0.11
C17 4.87 -5.08 0.56  -0.18
C18 3.89 -5.88 -0.05  -0.03
C19 4.20 -7.17 -0.44  -0.08
C20 5.47 -7.68 -0.23  -0.07
C21 6.45 -6.88 0.34  -0.06
C22 6.15 -5.59 0.74  -0.05
S3 1.39 -0.20 2.34  1.01
H18 2.90 -5.47 -0.21  0.09
H19 3.44 -7.77 -0.90  0.11
H20 5.70 -8.70 -0.53  0.11
H21 7.45 -7.26 0.47  0.11
H22 6.92 -4.99 1.20  0.01
O1 -0.94 1.97 0.73  -0.44
P1 -0.17 2.95 -0.10  0.84
C23 -1.02 4.55 -0.13  -0.29
C24 -2.08 4.76 0.74  -0.08
C25 -2.73 5.99 0.74  -0.06
C26 -2.32 6.99 -0.13  -0.05
C27 -1.26 6.78 -0.99  -0.05
C28 -0.60 5.56 -1.00  -0.06
C29 1.50 3.22 0.56  -0.27
C30 2.50 2.29 0.32  -0.12
C31 3.75 2.45 0.90  -0.07
C32 3.99 3.54 1.72  -0.04
C33 2.99 4.46 1.97  -0.05
C34 1.74 4.30 1.40  -0.06
C35 -0.08 2.37 -1.82  -0.26
C36 -1.20 1.72 -2.32  -0.10
C37 -1.23 1.32 -3.65  -0.09
C38 -0.13 1.54 -4.46  -0.07
C39 1.01 2.15 -3.95  -0.09
C40 1.03 2.58 -2.63  -0.07
H23 -2.37 3.97 1.41  0.10
H24 -3.55 6.16 1.42  0.11
H25 -2.82 7.94 -0.12  0.12
H26 -0.93 7.56 -1.65  0.12
H27 0.23 5.38 -1.67  0.11
H28 2.30 1.44 -0.33  0.08
H29 4.53 1.74 0.71  0.10
H30 4.96 3.67 2.17  0.12
H31 3.17 5.31 2.61  0.12
H32 0.96 5.02 1.59  0.11
H33 -2.05 1.54 -1.67  0.09
H34 -2.11 0.85 -4.05  0.11
H35 -0.14 1.23 -5.49  0.12
H36 1.87 2.30 -4.58  0.11
H37 1.90 3.08 -2.23  0.11

## Properties
ΔE to the lowest compared entry with this formula, charge and spin: 4.362 eV
total charge: +2
LUMO level: -6.91 eV
calculated total energy: -242242.6361 eV